[1]
The following is a DFT calculation (ωB97M-V with the def2-TZVPD basis set) of a molecular structure, C44H67N2O4P2RbSe4Si in a non-equilibrium geometry.

```
! wB97M-V def2-TZVPD RIJCOSX def2/J DEFGRID3
* xyz -2 1
Rb -12.028 16.307 13.449
C -15.381 14.108 9.554
Si -14.368 13.923 11.221
C -13.445 12.227 10.682
C -14.217 11.138 10.373
C -13.733 9.857 10.004
C -12.315 9.735 9.998
C -11.518 10.805 10.295
C -12.053 12.053 10.605
P -10.954 13.438 11.147
C -10.791 14.533 9.599
C -10.812 14.064 8.151
C -10.186 15.137 7.215
C -10.665 16.471 7.703
C -9.961 16.799 9.036
C -9.743 15.545 9.929
C -9.231 12.528 11.190
C -8.519 12.113 9.929
C -7.051 11.785 10.270
C -6.902 10.951 11.577
C -8.252 10.340 11.976
C -9.263 11.447 12.296
C -15.860 13.182 12.184
C -17.221 13.455 11.938
C -18.256 12.964 12.708
C -18.008 12.027 13.691
C -16.690 11.804 14.048
C -15.594 12.441 13.391
P -13.947 12.569 14.146
C -14.468 13.272 15.821
C -14.943 12.353 17.008
C -13.914 12.243 18.126
C -13.563 13.606 18.749
C -13.492 14.695 17.714
C -13.287 14.133 16.319
C -13.600 10.815 14.514
C -13.645 9.923 13.251
C -12.724 8.622 13.404
C -12.765 8.225 14.874
C -12.051 9.216 15.741
C -12.342 10.652 15.268
H -16.007 13.278 9.230
H -14.635 14.367 8.802
H -16.045 14.985 9.661
H -15.283 11.301 10.482
H -14.332 9.010 9.744
H -11.895 8.782 9.711
H -10.439 10.718 10.245
H -11.803 15.025 9.875
H -11.833 13.877 7.860
H -10.220 13.107 8.089
H -10.475 14.985 6.159
H -9.121 15.033 7.348
H -11.742 16.454 7.903
H -10.464 17.266 6.994
H -10.625 17.491 9.590
H -9.003 17.299 8.803
H -9.743 15.833 10.999
H -8.775 15.101 9.730
H -8.646 13.365 11.578
H -8.467 13.075 9.301
H -9.043 11.315 9.347
H -6.481 12.717 10.353
H -6.658 11.385 9.334
H -6.568 11.601 12.383
H -6.158 10.168 11.421
H -8.188 9.705 12.901
H -8.613 9.714 11.141
H -9.005 11.877 13.239
H -10.281 11.088 12.498
H -17.484 14.261 11.261
H -19.292 13.249 12.497
H -18.808 11.535 14.293
H -16.480 11.203 14.940
H -15.354 13.875 15.602
H -15.025 11.350 16.622
H -15.921 12.591 17.457
H -13.010 11.784 17.789
H -14.327 11.506 18.851
H -12.580 13.398 19.245
H -14.244 13.920 19.531
H -12.662 15.436 17.901
H -14.379 15.312 17.721
H -12.364 13.564 16.283
H -13.106 14.942 15.586
H -14.396 10.415 15.161
H -13.348 10.447 12.383
H -14.649 9.675 13.079
H -11.655 8.800 13.069
H -13.125 7.879 12.766
H -12.303 7.227 14.996
H -13.855 8.208 15.141
H -10.975 9.117 15.517
H -12.172 9.022 16.849
H -11.551 10.944 14.599
H -12.244 11.339 16.109
Se -9.115 15.798 15.233
Se -10.314 17.123 16.676
Se -11.082 19.007 15.572
Se -13.418 18.822 15.189
O -12.769 19.987 11.885
H -12.033 20.239 12.423
H -13.312 19.548 12.554
O -9.931 12.916 16.918
H -8.943 12.967 16.806
H -10.121 13.757 16.474
O -5.342 18.390 6.355
C -5.217 17.010 6.628
N -5.539 16.644 7.975
C -4.836 17.098 8.989
O -3.866 17.846 8.885
C -5.326 16.684 10.349
C -5.385 17.677 11.360
C -5.796 17.300 12.603
C -6.186 15.968 12.789
N -6.176 15.066 11.852
C -5.682 15.376 10.674
H -4.679 18.925 6.828
H -4.258 16.590 6.348
H -5.915 16.503 5.999
H -6.403 16.175 8.109
H -5.077 18.650 11.083
H -5.759 17.970 13.463
H -6.603 15.681 13.774
H -5.585 14.594 9.943
*
```

Calculated total energy (eV): -346384.4553
Orbital gap (eV): 5.00

Atom charges from the Mulliken analysis, given in e for atoms 1 to 6: atom 1 (Rb): 0.9642, atom 2 (C): -1.4522, atom 3 (Si): -0.1659, atom 4 (C): -0.1164, atom 5 (C): 0.2232, atom 6 (C): -1.2755

***

[2]
The following is a DFT calculation (ωB97M-V with the def2-TZVPD basis set) of 12 unconnected molecules or ions with the total composition C4H31NO11 in a non-equilibrium geometry.

```
! wB97M-V def2-TZVPD RIJCOSX def2/J DEFGRID3
* xyz 0 1
C -0.775 -2.559 -2.277
C -0.551 -2.028 -1.072
N 0.526 -1.198 -0.750
C -1.631 -2.140 -0.004
C -2.094 -3.607 0.250
H -1.446 -3.338 -2.611
H -0.113 -2.398 -3.129
H 0.513 -0.838 0.245
H 1.488 -1.494 -0.862
H -2.560 -1.687 -0.320
H -1.348 -1.582 0.928
H -1.464 -4.122 0.967
H -3.157 -3.704 0.495
H -2.219 -4.246 -0.636
O -1.492 2.737 2.298
H -1.032 2.092 1.730
H -1.146 2.521 3.170
O 1.895 3.548 -0.989
H 2.481 3.469 -1.748
H 1.373 4.344 -1.156
O -0.836 4.089 -2.007
H -0.548 3.418 -2.632
H -1.308 3.617 -1.312
O -0.710 0.838 -2.910
H 0.139 1.053 -3.289
H -0.817 -0.059 -2.582
O -1.216 -0.982 3.429
H -2.122 -0.748 3.194
H -1.255 -1.913 3.675
O 4.627 -1.457 -0.324
H 3.681 -1.544 -0.404
H 5.034 -0.793 -0.877
O -3.184 1.160 0.659
H -2.383 0.810 0.260
H -2.910 2.049 0.918
O -0.188 1.699 0.069
H 0.324 2.461 -0.216
H -0.250 0.996 -0.588
O 0.956 -0.311 1.784
H 1.798 -0.225 2.237
H 0.276 -0.533 2.445
O 3.430 1.392 -0.094
H 3.164 1.330 -1.012
H 3.206 2.262 0.245
O 0.504 -3.203 1.259
H 0.753 -3.897 0.637
H -0.096 -3.658 1.852
*
```

Calculated total energy (eV): -28662.4110
SMILES string: C=C(N)CC.O.O.O.O.O.O.O.O.O.O.O
Orbital gap (eV): 8.37

Atom charges from the Mulliken analysis, given in e for atoms 1 to 6: atom 1 (C): -0.8164, atom 2 (C): 0.1687, atom 3 (N): 0.1774, atom 4 (C): 0.3986, atom 5 (C): -1.3054, atom 6 (H): 0.2710

***

[3]
The following is a DFT calculation (ωB97M-V with the def2-TZVPD basis set) of a single C20H18F3N5O2 molecule in a non-equilibrium geometry.

```
! wB97M-V def2-TZVPD RIJCOSX def2/J DEFGRID3
* xyz 0 1
O -5.017 -2.412 3.656
N -4.039 -1.738 3.926
O -3.023 -2.178 4.442
C -4.103 -0.340 3.678
C -5.344 0.276 3.838
C -5.430 1.651 3.869
C -4.233 2.362 3.808
N -3.068 1.808 3.581
C -2.966 0.478 3.427
N -1.780 0.016 2.996
C -1.603 -1.269 2.358
C -0.516 -1.193 1.286
C -0.651 0.119 0.513
C 0.256 0.165 -0.671
C 1.314 -0.622 -1.062
C 1.791 -0.040 -2.260
C 2.898 -0.467 -3.100
C 3.531 -1.694 -2.910
C 4.580 -2.079 -3.724
C 5.021 -1.251 -4.741
C 4.393 -0.026 -4.931
C 4.836 0.879 -6.045
F 4.771 2.180 -5.717
F 4.073 0.736 -7.149
F 6.100 0.652 -6.439
C 3.338 0.367 -4.126
N 1.066 1.030 -2.564
N 0.153 1.138 -1.610
C -0.360 1.303 1.463
C -0.641 0.902 2.915
H -6.209 -0.354 3.988
H -6.372 2.154 4.000
H -4.214 3.436 3.936
H -1.358 -2.041 3.102
H -2.551 -1.556 1.886
H 0.477 -1.253 1.732
H -0.632 -2.043 0.612
H -1.687 0.198 0.158
H 1.699 -1.484 -0.561
H 3.196 -2.356 -2.126
H 5.060 -3.034 -3.568
H 5.841 -1.545 -5.377
H 2.847 1.316 -4.275
H -0.517 1.889 -1.643
H -0.982 2.157 1.193
H 0.685 1.605 1.376
H 0.219 0.375 3.338
H -0.850 1.783 3.520
*
```

Calculated total energy (eV): -40728.1481
SMILES string: O=[N+]([O-])c1cccnc1N1CCC(c2cc(-c3cccc(C(F)(F)F)c3)n[nH]2)CC1
Orbital gap (eV): 8.22

Atom charges from the Mulliken analysis, given in e for atoms 1 to 6: atom 1 (O): -0.6347, atom 2 (N): 1.0099, atom 3 (O): -0.5835, atom 4 (C): 0.3097, atom 5 (C): -0.5395, atom 6 (C): -0.5663

***

- The highest calculated total energy belongs to which entry?
  C4H31NO11